<1>
Formula: C3H5P
Source: OMol25
Level of theory: ωB97M-V/def2-TZVPD

Values from the calculation:
**Net charge**: 0
**LUMO level (spin up / spin down)**: -0.24 / -0.82 eV
**Structure (SMILES)**: C=P#CC
**E_HOMO (spin up / spin down)**: -0.302 / -0.284 hartree

Each line ends with the natural charge from an NBO analysis.
Positions of all 9 atoms, in Å:
C1 1.08486 1.61783 -0.78696  -0.6489
P1 1.82650 0.09169 0.04557  0.6416
C2 0.46911 -0.79412 0.00834  -0.3293
C3 -0.94207 -1.18745 0.35879  -0.7259
H1 0.01187 1.58412 -0.87625  0.1733
H2 1.44866 2.42842 -0.12638  0.1700
H3 -1.58794 -1.36406 -0.53672  0.2283
H4 -1.28622 -0.29199 0.95390  0.2531
H5 -1.02477 -2.08444 0.95971  0.2378

***

<2>
Formula: C3H5P
Source: OMol25
Level of theory: ωB97M-V/def2-TZVPD

Values from the calculation:
**Net charge**: 0
**LUMO level (spin up / spin down)**: -0.13 / -0.13 eV
**Structure (SMILES)**: CC1=PC1
**E_HOMO (spin up / spin down)**: -0.296 / -0.296 hartree

Each line ends with the natural charge from an NBO analysis.
Positions of all 9 atoms, in Å:
C1 -1.02550 0.81714 0.20767  -0.7106
C2 0.24380 0.15246 0.30689  -0.1696
P1 2.09400 0.27321 0.35211  0.4320
C3 0.94165 -1.05923 -0.32118  -0.6664
H1 -0.99445 1.74057 -0.48733  0.2557
H2 -1.24617 0.97697 1.24224  0.2515
H3 -1.92974 0.15821 -0.17143  0.2162
H4 1.03222 -1.94956 0.22947  0.2027
H5 0.88420 -1.10976 -1.35845  0.1886

***

What should be chosen as the most stable of them? Choose <2>.

***

<1>
Formula: C3H2IO2S
Source: OMol25
Level of theory: ωB97M-V/def2-TZVPD

Values from the calculation:
**Net charge**: -1
**LUMO level (spin up / spin down)**: 3.23 / 3.23 eV
**E_HOMO (spin up / spin down)**: -0.117 / -0.117 hartree

Each line ends with the natural charge from an NBO analysis.
Positions of all 9 atoms, in Å:
C1 1.16126 0.32432 0.99719  -0.3627
C2 0.21475 0.37999 0.20911  -0.1071
C3 -0.67518 1.02874 -0.58533  -0.5847
O1 -3.79253 -2.07989 -1.43519  -0.9236
O2 -3.92842 -2.20860 1.07694  -0.9287
S1 -3.25875 -1.72394 -0.16241  1.5501
I1 -2.84400 0.97059 0.14986  -0.0205
H1 1.97639 0.06962 1.55130  0.1975
H2 -0.81162 0.48784 -1.56910  0.1797

***

<2>
Formula: C3H2IO2S
Source: OMol25
Level of theory: ωB97M-V/def2-TZVPD

Values from the calculation:
**Net charge**: -1
**LUMO level (spin up / spin down)**: 0.79 / 0.95 eV
**E_HOMO (spin up / spin down)**: -0.162 / -0.157 hartree

Each line ends with the natural charge from an NBO analysis.
Positions of all 9 atoms, in Å:
C1 1.03322 0.71054 -1.16193  -0.6379
C2 0.57246 0.09934 -0.24010  -0.4216
C3 -2.42390 -0.60548 0.42287  -0.5680
O1 -2.28856 -0.20320 2.94580  -0.8484
O2 -4.07349 -1.69163 2.17059  -0.9007
S1 -2.69324 -1.35150 2.04568  1.7107
I1 -2.67914 -2.18448 -0.86369  0.1943
H1 1.03562 1.47597 -1.89453  0.1861
H2 -1.32143 -0.31267 0.55901  0.2856

***

What should be chosen as the most stable of them? Choose <1>.